(1)
{"formula": "C22H29NO", "method": "ωB97M-V/def2-TZVPD", "elements": ["O", "N", "C", "C", "C", "C", "C", "C", "C", "C", "C", "C", "C", "C", "C", "C", "C", "C", "C", "C", "C", "C", "C", "C", "H", "H", "H", "H", "H", "H", "H", "H", "H", "H", "H", "H", "H", "H", "H", "H", "H", "H", "H", "H", "H", "H", "H", "H", "H", "H", "H", "H", "H"], "positions_angstrom": [[3.21922, 0.11097, 0.10632], [0.21467, 0.12939, 1.26961], [-2.74087, 0.13999, 3.93644], [-5.05781, 0.81416, 4.43813], [4.48779, 0.54272, -0.06871], [-2.38351, 0.55928, 5.19464], [-4.08941, 0.22593, 3.58181], [5.65941, -3.89495, -3.80238], [4.57251, -3.42413, -3.06206], [0.72902, 0.45591, -0.02790], [7.07614, -3.18970, -2.01566], [-4.22095, 1.48093, -3.47470], [2.19504, 1.06994, -0.16905], [6.90182, -3.83064, -3.22007], [5.94274, -2.64595, -1.27440], [-0.33070, 1.31449, -0.84185], [-3.22865, 1.79923, -2.57981], [-5.86875, 1.33619, -1.80931], [-4.87892, 1.67851, -0.86481], [4.69193, -2.79634, -1.86915], [-4.65911, 1.13510, 5.73900], [-5.49283, 1.19761, -3.14073], [-3.34612, 0.91904, 6.03945], [-3.54926, 1.90813, -1.24354], [-6.09822, 1.01209, 4.22651], [7.72746, -4.13726, -3.84513], [-3.01646, 2.43626, -0.46662], [2.28662, 2.09721, 0.18371], [3.60912, -3.40575, -3.54986], [5.44252, -4.30266, -4.77867], [0.86199, -0.44709, -0.62371], [-1.32710, 0.97911, -0.55408], [2.43092, 1.19484, -1.22586], [-6.85521, 1.14022, -1.41577], [-1.88726, -0.08423, 3.31397], [-0.32010, 2.31653, -0.41301], [-2.22425, 2.06875, -2.87124], [-3.97108, 1.70483, -4.50127], [8.08986, -3.21474, -1.64400], [5.05150, -0.04480, -0.79339], [-1.32934, 0.56964, 5.42926], [-6.32473, 0.92313, -3.77239], [-5.49760, 1.26734, 6.40672], [-0.11645, -0.82430, 1.29984], [0.99380, 0.21805, 1.90617], [-2.94826, 1.09139, 7.02858], [-0.28964, 1.43072, -1.92485], [4.61011, 1.62549, -0.09567], [-5.09127, 1.68292, 0.19411], [6.00908, -2.16408, -0.31014], [-4.46817, -0.08701, 2.62004], [3.76114, -2.39055, -1.50123], [5.04759, 0.30814, 0.83666]], "total_energy_ev": -26818.4505, "max_force_ha_per_bohr": 0.0790, "smiles": "COC[C@H](C)N.c1ccccc1.c1ccccc1.c1ccccc1", "relative_energy_kcal_mol": 27.60, "multiplicity": 1}



(2)
{"formula": "C22H29NO6", "method": "ωB97M-V/def2-TZVPD", "elements": ["O", "O", "O", "O", "O", "O", "N", "C", "C", "C", "C", "C", "C", "C", "C", "C", "C", "C", "C", "C", "C", "C", "C", "C", "C", "C", "C", "C", "C", "H", "H", "H", "H", "H", "H", "H", "H", "H", "H", "H", "H", "H", "H", "H", "H", "H", "H", "H", "H", "H", "H", "H", "H", "H", "H", "H", "H", "H"], "positions_angstrom": [[-1.47851, 2.15886, -4.47833], [-2.05558, 1.96568, 1.03144], [0.96578, -0.56238, 3.48468], [-3.55721, 3.11403, 0.08303], [3.95668, -2.13826, 1.88174], [-2.04067, 1.23026, -2.79786], [1.99341, -3.04744, 1.91920], [-0.12488, 2.87815, -0.85757], [-1.91986, 3.94036, -2.22022], [1.72504, 0.37596, 1.40786], [-1.02773, -0.90213, -2.11183], [-2.28321, 2.92778, 0.06345], [2.65906, -2.20480, 2.40591], [-1.25345, 3.16181, -1.03667], [0.89889, 2.81161, -2.02922], [-1.41220, 0.01356, -3.40033], [0.20792, 1.80954, 0.04458], [-1.49788, 0.31467, 3.13589], [-2.06521, 2.12675, -3.54847], [2.32733, -1.31663, 3.35988], [0.72449, 0.24532, 2.39774], [-0.51417, 0.68042, 2.25549], [2.37474, -4.13368, 0.76363], [0.52081, -3.38395, 2.33143], [-0.70596, 1.61030, 0.95339], [-0.54256, -2.96691, 1.44836], [-2.73786, 3.29874, -3.06844], [1.60722, 1.37908, 0.28355], [2.21582, -3.17162, -0.49420], [-3.11672, 3.89935, -3.85124], [1.29255, 2.16242, -2.55340], [3.08201, -2.32887, -0.29851], [-0.44376, -2.02583, 0.92174], [-3.70938, 2.88090, -2.47866], [3.00332, -0.61840, 3.73266], [1.83659, -4.86898, 0.71749], [0.39053, -2.87227, 3.28507], [3.28844, -4.13158, 1.00609], [-0.23352, -0.24157, -1.38842], [-1.73254, -3.29868, 1.82405], [-1.09942, 0.62420, 4.14682], [-0.47578, 0.32598, -3.88624], [-1.34347, 4.63914, -2.61212], [0.46029, -4.38131, 2.71023], [2.36887, 1.55569, -0.54211], [-2.46092, 0.86660, 3.08990], [2.74712, -3.89569, -1.22888], [-1.98594, -1.31065, -1.61023], [-2.80747, 4.88076, -1.62607], [-1.53031, -0.59309, 2.99832], [2.08729, -1.76282, 4.49021], [1.70400, 3.60231, -1.71648], [-0.40569, -1.87060, -2.35411], [0.46633, 3.46870, -2.97835], [2.65939, 0.20696, 1.45277], [1.32311, -3.03023, -0.73674], [-0.33937, -3.46592, 0.43502], [-1.98581, -0.63160, -4.15692]], "total_energy_ev": -37039.9488, "max_force_ha_per_bohr": 0.3336, "relative_energy_kcal_mol": 487.84, "multiplicity": 1}



(3)
{"formula": "C22H30BBr3Cl6F15MgN3O9P", "method": "ωB97M-V/def2-TZVPD", "elements": ["Br", "Br", "Br", "Cl", "Cl", "Cl", "Cl", "Cl", "Cl", "P", "Mg", "F", "F", "F", "F", "F", "F", "F", "F", "F", "F", "F", "F", "F", "F", "F", "O", "O", "O", "O", "O", "O", "O", "O", "O", "N", "N", "N", "C", "C", "C", "C", "C", "C", "C", "C", "C", "C", "C", "C", "C", "C", "C", "C", "C", "C", "C", "C", "C", "C", "B", "H", "H", "H", "H", "H", "H", "H", "H", "H", "H", "H", "H", "H", "H", "H", "H", "H", "H", "H", "H", "H", "H", "H", "H", "H", "H", "H", "H", "H", "H"], "positions_angstrom": [[-4.50978, -0.86491, 6.29088], [-5.73535, -1.17189, 3.36871], [-3.65405, 1.31142, 4.12443], [-6.75683, 1.38502, 1.60781], [3.44793, -4.66488, 1.54583], [-9.13444, 0.03620, 0.58347], [-9.38473, 2.29168, 2.32924], [2.41213, -6.68406, -0.29592], [-8.41829, 2.67728, -0.36891], [-11.24014, -5.85156, -3.49690], [-2.34097, 2.96585, 6.85459], [3.82822, 4.35462, -3.28744], [2.93440, 1.98119, -4.30861], [0.70861, 0.66796, -4.31295], [5.54774, 1.78898, -3.43334], [2.29535, 2.94471, -1.04822], [2.03363, -2.23404, -0.45785], [6.26211, 3.81764, -3.37384], [-0.55366, -0.35482, -2.34041], [-2.77822, 3.47660, 4.73951], [3.69129, 1.34602, -1.49342], [1.34173, 3.14095, -3.42354], [2.16687, -0.30995, -3.08191], [-0.50245, 1.77059, -1.95842], [4.35807, 4.20099, -1.20409], [6.30114, 2.66336, -1.56500], [-7.82738, -3.15121, -0.12459], [6.97004, 1.87254, 2.61741], [-12.37997, -5.62475, -2.50931], [1.01125, -3.26988, 1.86332], [-0.55761, -2.14745, 3.22221], [-10.39594, -4.59584, -3.69190], [1.35851, 0.40485, -8.53731], [-10.33708, -6.94845, -2.94413], [-11.84077, -6.24019, -4.84359], [-1.19422, 1.84395, 3.42212], [8.68267, 3.18760, 3.21233], [0.70131, -0.81230, 1.53189], [9.81193, 4.07090, 3.00384], [3.10318, -6.37969, 1.29595], [0.86080, 0.35113, -0.61640], [-0.84157, 0.79886, 2.65627], [1.18785, 1.94651, 3.92107], [-7.95758, -3.90957, -1.33744], [-7.67852, -3.06938, -2.56288], [1.34993, 0.74327, -3.12753], [7.88770, 2.59443, 2.27301], [-8.40475, 1.58670, 1.02454], [2.07962, 0.22451, -7.42383], [0.12026, -0.72427, 0.17587], [5.58425, 2.87208, -2.67417], [4.18076, 3.48035, -2.34186], [-5.05453, 0.08312, 4.68892], [8.19850, 2.87344, 0.82199], [1.50947, 0.89330, 3.09739], [-0.11783, 2.36350, 4.00984], [0.42905, 0.32235, 2.44555], [2.13879, 2.08401, -3.21642], [0.27980, 0.66370, -1.99480], [3.07242, 2.41772, -2.02426], [0.35459, -2.14283, 2.24037], [0.88935, 1.24782, 0.00701], [-8.97058, -4.31611, -1.38527], [-7.78278, -3.66677, -3.46753], [1.52011, 0.00288, -6.48154], [1.71578, -0.83113, 1.37776], [8.42125, 2.96056, 4.15839], [1.85619, -0.07528, -0.76821], [9.61673, 5.02975, 3.48913], [-5.90507, 0.69378, 4.96096], [-7.25632, -4.74035, -1.27239], [1.93930, -3.03769, 1.68741], [-8.45756, -2.42855, -0.19079], [-0.57560, -2.99198, 3.68415], [2.52226, 0.53549, 2.95198], [10.70490, 3.63027, 3.45327], [4.03076, -6.93319, 1.38688], [8.10965, 3.94040, 0.61213], [-0.96408, -0.63095, 0.13138], [9.20531, 2.52935, 0.57846], [1.95331, 2.45291, 4.49208], [9.99281, 4.23882, 1.94772], [7.49346, 2.33925, 0.20182], [0.40219, -1.68779, -0.27561], [-8.37303, -2.22708, -2.62005], [-1.66207, 0.27824, 2.16429], [2.83077, -0.62238, -7.43764], [-0.32344, 3.22527, 4.64020], [2.73375, 1.09294, -7.09807], [2.39662, -6.70394, 2.05186], [-6.66919, -2.65250, -2.52698]], "total_charge": -3, "total_energy_ev": -387630.4280, "max_force_ha_per_bohr": 0.0613, "multiplicity": 1}



(4)
{"formula": "C22H30Br2N5NiPSi", "method": "ωB97M-V/def2-TZVPD", "elements": ["Br", "Br", "Ni", "P", "Si", "N", "N", "N", "N", "N", "C", "C", "C", "C", "C", "C", "C", "C", "C", "C", "C", "C", "C", "C", "C", "C", "C", "C", "C", "C", "C", "C", "H", "H", "H", "H", "H", "H", "H", "H", "H", "H", "H", "H", "H", "H", "H", "H", "H", "H", "H", "H", "H", "H", "H", "H", "H", "H", "H", "H", "H", "H"], "positions_angstrom": [[-2.68553, 1.94252, 0.43742], [-2.39564, 2.69719, 3.56976], [-1.08716, 0.03897, 0.79475], [-0.72642, -1.19848, -0.88003], [1.00808, 0.78139, 0.60135], [-2.06740, -1.19701, 4.63025], [0.77766, -3.35632, -1.86513], [-0.44386, -2.03662, -3.49915], [-1.20195, -0.65667, 2.69677], [-1.64038, -3.53750, -2.03408], [0.45734, 3.50023, 1.25746], [1.37599, 2.12543, 3.01887], [1.35452, 2.26881, -3.23621], [-0.45246, -4.26910, -1.76028], [0.95881, 4.45966, 3.40723], [1.63658, 1.14869, -1.10707], [0.90753, 1.99851, -1.94881], [-1.98970, -2.56357, -0.99849], [-2.31804, -0.72746, 3.39807], [2.82825, 0.58727, -1.57363], [-0.19398, -1.10544, 3.53165], [0.49015, 4.59873, 2.10679], [-0.60264, -0.82151, -2.69962], [-0.71901, -1.44034, 4.73734], [3.26671, 0.84656, -2.87083], [0.76626, -2.31922, -0.78505], [0.90315, 2.25446, 1.70787], [-1.57808, -2.94933, -3.37302], [1.40407, 3.22598, 3.86351], [0.78168, -2.70933, -3.26156], [2.52712, 1.68244, -3.69976], [-2.95197, 3.27751, 1.84571], [-4.00893, 3.50452, 1.84020], [1.78614, 3.12370, 4.87111], [0.17105, 5.56906, 1.74703], [-0.46209, -4.68910, -0.75602], [-2.96532, -2.13567, -1.23293], [0.11693, 3.63126, 0.23600], [1.74822, 1.17370, 3.37839], [1.67671, -1.72782, -0.87225], [1.61810, -3.92960, -1.77091], [0.83227, -1.15359, 3.21161], [-0.26733, -1.82476, 5.63540], [0.76802, -2.82490, 0.18102], [0.92466, -3.52200, -3.97220], [4.19747, 0.41952, -3.22317], [-2.33969, 4.12077, 1.55562], [-0.31315, -5.06335, -2.49249], [0.78974, 2.93298, -3.87866], [1.84402, -0.28234, 1.20165], [-3.29917, -0.44255, 3.05738], [0.22409, -0.14378, -2.88322], [-1.51550, -0.31050, -3.01229], [0.98920, 5.31999, 4.06293], [-2.50161, -2.41296, -3.57923], [-0.02656, 2.43677, -1.60942], [-2.75399, -1.34054, 5.35330], [-1.47548, -3.75081, -4.10499], [-2.08240, -3.06365, -0.03302], [1.62501, -2.02013, -3.29801], [3.43567, -0.03327, -0.92178], [2.87420, 1.89260, -4.70309]], "total_charge": 2, "total_energy_ev": -229032.1915, "max_force_ha_per_bohr": 0.0059, "relative_energy_kcal_mol": 0.00, "multiplicity": 1}